C36H54FeN5O2P2 | ωB97M-V with the def2-TZVPD basis set

XYZ file:
```
100
Properties=species:S:1:pos:R:3:forces:R:3:mulliken_charge:R:1
C -1.24355 -1.21898 -2.00744 0.917 -0.103 0.640 -0.1864
C 0.76865 -2.27788 -1.21274 -2.147 0.157 -1.092 0.7674
C -1.49945 -2.24468 -2.91214 0.656 -0.598 0.103 -0.5550
C 0.47295 -3.38778 -2.08534 0.506 0.325 0.451 -1.0225
C -0.62155 -3.36308 -2.92034 -0.461 0.414 -0.115 -1.0657
H -2.37245 -2.19518 -3.56774 0.341 -0.051 0.230 0.5282
H 1.16555 -4.23468 -2.09024 -0.283 0.284 -0.023 0.5397
H -0.81575 -4.20448 -3.59534 0.084 0.365 0.302 0.4084
N -0.17325 -1.23538 -1.15614 0.286 -1.073 -0.823 1.2564
P -2.28995 0.41662 -0.07584 -0.728 -0.189 0.258 -0.1557
P 2.40095 -0.60938 0.19536 0.911 1.009 0.712 0.9520
C -2.19185 -0.04178 -1.88414 -0.169 0.264 0.155 -1.4531
H -1.77785 0.84082 -2.40104 -0.129 -0.420 0.147 0.4177
H -3.16685 -0.27098 -2.34234 0.391 0.071 0.141 0.7889
C 0.48115 1.87242 1.49356 0.765 2.284 1.271 -0.0376
O 0.71365 2.82482 2.14446 -0.226 -2.109 -1.889 -0.5400
C 1.95225 -2.19598 -0.46954 0.813 -0.164 -0.697 -2.0314
H 2.69135 -2.99458 -0.59654 -0.454 0.044 0.222 0.4870
C 3.54775 0.22452 -1.13204 -0.088 -0.493 -0.115 2.1270
C 3.45725 -0.91798 1.75966 0.084 -0.369 -0.392 2.1810
C -3.19495 2.09792 0.03906 -0.106 -0.347 -0.191 2.0226
C -3.39715 -0.99768 0.62176 -0.120 0.220 -0.421 2.0370
C 3.62125 1.74452 -0.87424 -0.106 0.069 0.155 -1.5432
H 4.28635 1.97812 -0.02814 -0.243 -0.085 -0.345 0.3233
H 4.02575 2.25672 -1.76864 -0.150 -0.262 0.328 0.5046
H 2.63275 2.17032 -0.64584 0.390 -0.125 -0.088 0.0733
C 4.97565 -0.34568 -1.22154 0.131 -0.021 -0.023 -1.9385
H 5.58745 -0.10768 -0.33654 -0.244 -0.097 -0.384 0.3263
H 4.96645 -1.43978 -1.36554 0.027 0.414 0.033 0.3312
H 5.48135 0.09992 -2.10024 -0.218 -0.154 0.335 0.5071
C 2.86745 -0.08078 -2.48824 -0.063 0.024 -0.113 -0.9523
H 3.27415 0.59712 -3.26284 -0.113 -0.288 0.293 0.6246
H 3.06565 -1.12078 -2.79334 -0.006 0.347 0.057 0.2665
H 1.77585 0.04012 -2.45434 0.425 -0.027 -0.048 -0.3995
C 4.17575 0.37812 2.18076 0.048 0.051 -0.056 -1.8232
H 3.46405 1.21832 2.26226 0.252 -0.270 -0.036 0.2233
H 4.63975 0.22912 3.17376 -0.200 0.019 -0.384 0.4991
H 4.97765 0.66342 1.48116 -0.329 -0.120 0.319 0.3228
C 2.51635 -1.33848 2.90066 0.144 -0.067 0.263 -1.7722
H 1.88725 -0.49958 3.23186 0.330 -0.258 -0.130 0.1300
H 1.86635 -2.17648 2.60016 0.880 0.457 0.173 0.5731
H 3.12705 -1.66628 3.76306 -0.156 0.151 -0.319 0.6843
C 4.46015 -2.07148 1.54526 0.129 -0.025 0.146 -1.8930
H 5.18675 -1.87608 0.74486 -0.296 -0.087 0.347 0.3348
H 5.02635 -2.22638 2.48316 -0.197 0.017 -0.362 0.5109
H 3.92965 -3.01098 1.31686 0.208 0.295 0.116 0.3061
C -3.80845 -0.66048 2.06966 -0.151 -0.086 -0.029 -1.5565
H -4.29575 -1.54748 2.51526 0.158 0.307 -0.151 0.5331
H -2.94175 -0.40428 2.69856 -0.436 -0.070 -0.298 0.0476
H -4.53515 0.16782 2.10586 0.278 -0.349 -0.003 0.3833
C -2.59865 -2.32488 0.60786 -0.042 0.159 0.173 -1.4720
H -2.43715 -2.68898 -0.41814 -0.071 0.059 0.425 0.1832
H -1.62315 -2.25198 1.10326 -0.882 0.016 -0.728 0.2645
H -3.19955 -3.08138 1.14626 0.157 0.210 -0.222 0.7295
C -4.66095 -1.24648 -0.23084 -0.170 -0.095 0.138 -1.7982
H -5.21895 -2.08628 0.22366 0.166 0.282 -0.194 0.5128
H -5.33955 -0.38358 -0.27414 0.273 -0.374 -0.007 0.2534
H -4.40485 -1.55028 -1.25944 -0.108 0.099 0.396 0.3130
C -2.41425 3.09192 -0.84644 0.010 0.103 0.012 -1.7118
H -2.43645 2.81902 -1.91544 -0.014 0.105 0.375 0.3215
H -2.88155 4.08892 -0.74684 0.167 -0.369 -0.037 0.6480
H -1.36655 3.16972 -0.51814 -0.377 0.006 -0.106 0.1096
C -3.08555 2.60192 1.49556 0.057 0.156 -0.045 -1.2167
H -2.03605 2.60972 1.83116 -0.459 0.009 -0.168 0.0474
H -3.47195 3.63712 1.54386 0.101 -0.387 -0.038 0.5308
H -3.67105 1.99152 2.19856 0.193 0.238 -0.256 0.2558
C -4.66575 2.07422 -0.41264 -0.089 0.158 0.011 -1.9079
H -4.78445 1.64852 -1.42414 0.046 0.146 0.368 0.2970
H -5.30355 1.50892 0.28506 0.248 0.251 -0.252 0.3604
H -5.04765 3.11212 -0.43924 0.120 -0.383 0.004 0.4970
Fe 0.12835 0.35432 0.36116 0.184 0.542 0.880 1.0953
N 0.38385 1.56312 -1.30854 0.272 2.317 -3.258 0.0827
C 0.49685 2.22402 -2.27484 -0.270 -1.868 2.750 1.2092
C 0.65505 2.97332 -3.46754 0.166 0.805 -1.310 -0.3742
C 0.46315 4.37782 -3.47084 0.105 -0.445 -0.125 -0.4612
C 1.01005 2.30462 -4.66774 -0.129 0.360 0.292 -0.2808
C 0.62625 5.09352 -4.65934 0.022 -0.203 -0.048 -0.6738
H 0.19185 4.88632 -2.54154 0.102 -0.176 -0.350 0.4566
C 1.16695 3.03852 -5.84554 -0.038 0.136 0.156 -0.7634
H 1.16195 1.22152 -4.65424 -0.071 0.411 -0.031 0.3953
C 0.97655 4.43022 -5.84654 -0.044 -0.224 0.368 -0.3810
H 0.47955 6.17832 -4.66004 0.063 -0.463 0.000 0.3893
H 1.44245 2.52142 -6.77024 -0.119 0.223 0.389 0.3942
H 1.10285 4.99852 -6.77364 -0.054 -0.241 0.394 0.3986
C -0.42735 -4.38658 3.84286 0.182 -0.893 -0.481 -1.0024
N -0.52345 -2.92498 3.71076 -0.500 -0.131 1.390 0.2626
C -0.96055 -2.20718 4.75716 -0.082 0.734 -0.087 -0.3612
C -1.06485 -0.85928 4.63806 -0.202 -0.710 0.565 -0.8733
C -0.73805 -0.21098 3.43966 0.310 -1.360 -1.474 -1.3331
N -0.29075 -0.88598 2.28286 -1.633 -0.001 4.893 2.5110
C -0.18025 -2.30938 2.52066 0.668 0.341 -2.466 -1.9186
O 0.22435 -3.04228 1.61226 -0.384 0.531 0.922 -0.6054
N -0.95875 1.17472 3.50626 0.195 1.137 -0.052 -0.0624
H -1.08365 -4.87168 3.08836 0.575 0.357 0.386 0.2991
H -0.75055 -4.73948 4.84686 0.186 0.693 -0.627 0.3813
H 0.62135 -4.71378 3.68206 -0.706 0.241 -0.046 0.2851
H -1.23405 -2.67918 5.69416 0.159 -0.367 -0.285 0.4617
H -1.42105 -0.29488 5.49336 0.131 0.012 -0.245 0.5136
H -1.79985 1.50192 4.00646 0.421 -1.010 -0.294 0.3671
H -0.19355 1.68612 3.96886 -0.171 -0.419 -0.726 0.2774
```
Forces are in eV/Å.

## Properties
- HOMO energy (alpha / beta) (Eh) = -0.3254 / -0.3215
- LUMO level (alpha / beta) (eV) = -2.672 / -3.624
- total charge = +1
- M (g mol⁻¹) = 706.7
- energy (eV) = -102712.79640
- spin multiplicity = 5

C36H54IN3O2RuSSi2Te | ωB97M-V with the def2-TZVPD basis set

XYZ file:
```
101
Properties=species:S:1:pos:R:3:forces:R:3:mulliken_charge:R:1
Ru 0.18193 0.14076 0.13274 -0.815 -0.062 0.685 -1.4694
C -6.20074 -1.46230 -0.43781 0.031 -0.002 -0.038 -1.1586
Si -5.20527 0.05204 -0.94005 -0.052 -0.030 0.014 0.1964
C -4.43271 -0.21751 -2.62221 0.003 0.022 0.027 -0.5838
C -6.39617 1.50233 -1.09655 0.009 -0.015 0.042 -1.1885
C -3.98629 0.48176 0.42611 0.002 0.006 -0.009 0.2435
C -4.39591 1.30184 1.47422 -0.004 0.044 -0.048 -0.1934
C -3.50572 1.74290 2.44531 0.014 -0.003 0.022 -1.3631
C -2.18117 1.36212 2.33054 -0.017 -0.016 0.019 -0.1974
N -1.76968 0.53297 1.37971 0.013 0.230 -0.172 0.1014
C -2.63706 0.08238 0.45739 -0.061 -0.108 0.038 0.8261
S -1.84954 -0.99481 -0.65720 0.170 0.061 0.136 -0.7963
H -6.98525 -1.67351 -1.16925 0.002 -0.008 -0.002 0.3191
H -6.67533 -1.31143 0.53450 0.003 0.006 0.001 0.3312
H -5.55910 -2.34323 -0.36621 0.014 0.010 0.006 0.2973
H -5.19866 -0.09068 -3.39321 0.002 0.000 -0.001 0.4626
H -3.99456 -1.21004 -2.71790 0.000 -0.003 0.004 0.2514
H -3.63069 0.50012 -2.80402 -0.009 0.021 -0.014 -0.0696
H -7.11035 1.31168 -1.90156 0.003 -0.003 -0.003 0.3476
H -5.85681 2.42177 -1.33531 0.004 -0.003 -0.006 0.3488
H -6.96957 1.67880 -0.18406 -0.003 -0.005 -0.003 0.3375
H -5.42812 1.63401 1.52381 0.007 0.010 -0.006 0.2571
H -3.82251 2.39706 3.24604 0.005 -0.007 0.008 0.3949
H -1.40963 1.71502 3.00582 -0.036 0.040 -0.062 0.2178
C -0.52432 -4.62358 2.11615 0.016 0.013 -0.001 -0.9874
N 0.66743 -4.00664 1.55159 0.037 -0.115 -0.116 0.0903
C 1.95642 -4.62620 1.82376 0.003 0.010 0.064 -0.8896
C 0.63200 -2.71229 1.29497 -0.015 0.187 0.422 0.1250
N 0.56159 -1.57785 1.11127 0.336 -0.296 -0.695 0.0437
H -0.58176 -5.65855 1.77775 0.004 -0.002 0.005 0.3342
H -1.40098 -4.08676 1.76076 -0.004 -0.004 0.013 0.2921
H -0.50189 -4.60307 3.21033 -0.013 0.006 0.002 0.3145
H 1.94567 -5.65048 1.44932 -0.004 0.002 0.004 0.3369
H 2.17459 -4.63433 2.89645 0.012 0.017 -0.001 0.3139
H 2.73739 -4.07030 1.30954 -0.002 0.002 0.001 0.2314
C 3.11778 -1.62573 -1.22485 -0.111 -0.012 0.102 -1.1042
Si 1.74075 -0.36083 -1.63382 0.196 -0.171 -0.277 2.4781
C 2.75937 1.17402 -2.27664 -0.075 0.040 0.052 2.7062
C 4.05957 0.76160 -2.97963 0.019 -0.032 0.019 -1.9478
C 1.94756 2.04165 -3.24538 -0.012 -0.002 -0.023 -2.2936
C 3.15702 2.04682 -1.08133 -0.027 -0.006 0.038 -1.6887
C 0.87657 -1.24369 -3.15244 -0.082 0.073 0.024 2.4016
C 0.42759 -2.63046 -2.66798 0.000 -0.019 0.009 -1.8986
C 1.81491 -1.47012 -4.34468 0.032 0.010 0.015 -2.2529
C -0.34288 -0.48033 -3.68568 -0.013 0.038 -0.024 -1.4367
H 3.57499 -2.01610 -2.13780 -0.005 0.015 0.023 0.4486
H 2.73563 -2.47668 -0.65659 -0.021 -0.016 0.038 -0.1023
H 3.90861 -1.16275 -0.63775 0.083 0.044 0.107 0.2418
H 3.88984 0.14127 -3.86015 0.000 -0.001 0.003 0.3061
H 4.72662 0.21527 -2.30946 0.004 0.019 -0.008 0.3077
H 4.59412 1.66275 -3.30790 -0.007 0.004 -0.006 0.5611
H 1.83014 1.55939 -4.21845 0.001 0.006 0.001 0.2817
H 2.46365 2.99581 -3.41430 0.015 -0.003 -0.006 0.5342
H 0.95117 2.26321 -2.86305 0.037 -0.010 -0.020 0.4204
H 3.74141 1.49034 -0.34337 0.000 -0.012 0.005 0.1789
H 2.29163 2.45318 -0.55667 0.013 0.016 -0.030 -0.0051
H 3.76768 2.89083 -1.43028 0.016 -0.007 0.003 0.5773
H 1.28437 -3.24753 -2.38286 -0.006 -0.004 -0.011 0.3013
H -0.10235 -3.15479 -3.47425 -0.010 0.007 0.002 0.5134
H -0.24524 -2.57707 -1.81041 0.034 -0.013 -0.008 0.1486
H 2.73229 -1.99591 -4.07009 -0.012 -0.003 -0.008 0.3134
H 2.09377 -0.53234 -4.82695 -0.002 -0.004 -0.002 0.3800
H 1.30095 -2.08141 -5.09873 -0.004 -0.002 0.001 0.5408
H -1.05587 -0.23178 -2.90111 0.036 -0.006 -0.046 -0.2274
H -0.86258 -1.09141 -4.43708 -0.004 -0.008 -0.002 0.5771
H -0.04799 0.45223 -4.16938 0.006 -0.008 -0.010 0.2645
I -2.53888 7.10836 -5.06787 0.003 -0.006 0.008 0.0212
C -1.84027 5.73616 -3.64664 0.008 -0.001 0.007 0.0610
C -1.03925 6.18266 -2.60681 -0.002 0.029 -0.007 -0.5361
C -0.58454 5.26920 -1.66724 -0.026 -0.044 0.011 -0.5762
C -0.91642 3.92453 -1.76922 -0.070 0.005 -0.001 -0.0073
C -1.71339 3.49574 -2.82483 0.041 0.008 0.018 0.0562
C -2.18545 4.39893 -3.76616 -0.018 0.004 -0.019 -0.7209
C -0.39609 2.94374 -0.73488 -0.279 0.122 -0.059 -0.3541
O -0.59982 1.71916 -1.05106 0.644 -0.103 0.439 0.9748
O 0.14545 3.37796 0.27640 0.137 -0.045 0.019 -0.6248
H -0.77431 7.22861 -2.52973 -0.001 -0.002 -0.001 0.3711
H 0.03674 5.58153 -0.83831 0.000 0.000 0.009 0.4634
H -1.94932 2.44227 -2.90143 -0.002 -0.012 0.001 0.3150
H -2.80927 4.06431 -4.58420 0.005 -0.005 0.002 0.3935
C 3.32501 -2.71726 7.01833 -0.005 -0.018 -0.003 -1.5574
C 2.87740 -1.84055 5.87887 -0.007 0.013 -0.003 0.9037
C 3.51642 -1.86729 4.64850 -0.015 -0.033 -0.007 -1.0815
C 3.11940 -1.04138 3.60092 -0.010 0.088 0.020 0.9877
C 3.87797 -1.08904 2.31539 0.247 0.010 -0.060 -1.1309
C 2.04531 -0.15196 3.75511 -0.232 -0.090 0.007 -0.5719
Te 1.49133 1.27596 2.24356 -0.020 0.265 -0.501 0.2161
C 1.38347 -0.12983 4.99578 -0.057 -0.079 -0.001 1.2755
C 0.17731 0.72742 5.29421 0.004 0.014 0.031 -1.7914
C 1.81308 -0.96558 6.02589 -0.002 -0.010 0.022 -0.9116
H 4.19668 -3.30940 6.73776 -0.001 -0.002 0.001 0.3384
H 2.53512 -3.40693 7.32515 -0.001 0.003 -0.001 0.3241
H 3.59228 -2.12087 7.89316 0.000 -0.002 0.000 0.3511
H 4.35830 -2.53739 4.49682 0.002 0.004 0.008 0.2418
H 4.58548 -1.92150 2.29221 -0.009 0.010 0.018 0.3583
H 4.42837 -0.15707 2.15874 -0.002 -0.016 -0.012 0.4304
H 3.19465 -1.17549 1.48228 -0.134 -0.042 -0.281 -0.2991
H 0.06664 1.54601 4.58903 0.058 -0.010 0.044 0.2947
H 0.24708 1.14118 6.30209 -0.014 -0.020 0.019 0.4719
H -0.73203 0.12142 5.24795 -0.011 0.016 -0.033 0.2876
H 1.28723 -0.92705 6.97659 0.008 0.007 0.006 0.3825
```
Forces are in eV/Å.

## Properties
- HOMO energy (alpha / beta) (Eh) = -0.1510 / -0.1539
- LUMO level (alpha / beta) (eV) = 2.130 / 2.130
- total charge = -1
- M (g mol⁻¹) = 1004.7
- energy (eV) = -91345.36637
- spin multiplicity = 2